[1]
58
Properties=species:S:1:pos:R:3:nbo_charge:R:1 method="wB97M-V/def2-TZVPD" smiles="CC(C)=O.CC(C)=O.CC(C)=O.CC(C)=O.CO.CO.CO" fmax_ev_per_a=3.52 relative_energy_kj_mol=35.5 lumo_energy_ev=0.54
C -13.3091 -11.9391 -6.4861 -0.72
C -11.9979 -12.3882 -7.0228 0.60
C -10.8480 -12.1734 -6.0913 -0.73
O -11.8695 -12.8815 -8.1295 -0.55
H -14.0399 -11.9326 -7.2780 0.24
H -13.1371 -10.9571 -6.0042 0.22
H -13.5995 -12.5677 -5.6716 0.25
H -10.0247 -12.8504 -6.3694 0.24
H -11.2227 -12.3565 -5.1278 0.22
H -10.5730 -11.0906 -6.0372 0.24
C -6.6872 -17.4223 -6.3259 -0.72
C -8.0179 -17.4413 -5.6070 0.63
C -9.1696 -18.3435 -6.1342 -0.72
O -8.2010 -16.7447 -4.6434 -0.58
H -6.0232 -16.7058 -5.8694 0.25
H -6.8360 -17.3083 -7.4029 0.24
H -6.2467 -18.4661 -6.2252 0.23
H -9.5197 -17.9538 -7.0952 0.24
H -9.9849 -18.3829 -5.4661 0.24
H -8.6613 -19.2967 -6.2917 0.23
C -8.0932 -14.3389 -0.2031 -0.72
C -8.0921 -14.0040 -1.6609 0.58
C -9.1157 -13.1417 -2.2816 -0.73
O -7.1461 -14.3443 -2.3543 -0.55
H -9.0724 -14.2444 0.2751 0.22
H -7.4277 -13.5796 0.1772 0.24
H -7.6450 -15.3434 -0.0698 0.25
H -9.2128 -12.2026 -1.6661 0.22
H -10.0524 -13.6699 -2.4341 0.25
H -8.8493 -12.7646 -3.3095 0.24
C -15.6797 -15.1847 -2.9340 -0.73
C -15.2358 -15.8470 -4.2562 0.62
C -15.1534 -17.3811 -4.0741 -0.74
O -14.8382 -15.3722 -5.2697 -0.54
H -15.2072 -15.7100 -2.1368 0.24
H -16.7905 -15.3063 -2.7631 0.23
H -15.3212 -14.1270 -2.9486 0.24
H -14.9607 -17.8035 -5.0781 0.23
H -16.0604 -17.7256 -3.6024 0.22
H -14.2590 -17.7105 -3.4684 0.23
C -12.4113 -14.5368 -0.5868 -0.23
O -12.7974 -14.7080 -1.8736 -0.74
H -11.4319 -14.0766 -0.5359 0.15
H -13.1466 -13.8688 -0.0600 0.17
H -12.3474 -15.4703 -0.0497 0.16
H -12.2197 -15.3462 -2.2844 0.49
C -8.6005 -18.1744 -1.4613 -0.25
O -8.7813 -19.1359 -0.4573 -0.72
H -9.3588 -17.3799 -1.2792 0.18
H -7.5892 -17.6709 -1.4765 0.17
H -8.7292 -18.5043 -2.5124 0.16
H -7.9951 -19.7323 -0.3994 0.47
C -11.1952 -15.5898 -5.0337 -0.24
O -10.6872 -16.0589 -3.7845 -0.80
H -11.4400 -14.5090 -4.9243 0.17
H -10.4450 -15.7551 -5.7682 0.16
H -12.0191 -16.1587 -5.3692 0.18
H -9.7621 -16.3406 -3.9310 0.51

***

[2]
10
Properties=species:S:1:pos:R:3:nbo_charge:R:1 method="wB97M-V/def2-TZVPD" fmax_ev_per_a=12.16 relative_energy_kj_mol=191.0 total_charge=+2 lumo_energy_ev=-16.79
In 13.0850 -26.3086 -1.7812 1.07
N 14.0034 -26.9882 0.7976 -0.70
S 13.4784 -26.9987 2.2505 2.27
O 14.3376 -26.5256 3.3558 -0.46
O 12.4685 -28.0080 2.5787 -0.46
F 12.5075 -25.7168 2.1695 -0.42
S 15.2860 -28.0869 1.2454 2.23
O 14.9973 -29.3745 1.8755 -0.55
O 16.5662 -27.5034 1.5710 -0.53
F 15.6556 -28.5336 -0.2699 -0.43

***

[3]
74
Properties=species:S:1:pos:R:3:lowdin_spin:R:1 method="wB97M-V/def2-TZVPD" multiplicity=2 fmax_ev_per_a=5.32 total_charge=+1 lumo_energy_ev="-3.02 / -10.32"
C -1.3206 3.6844 3.4749 0.00
N -0.1365 3.8033 2.7397 0.00
O -0.1749 3.5369 1.4943 0.00
O 0.9129 4.0069 3.3822 0.00
H -2.2291 3.7841 2.8810 0.00
H -1.4216 4.4936 4.1981 0.00
H -1.2999 2.7053 3.9537 0.00
C 0.0827 0.9742 -0.7154 0.00
N -0.1170 -0.1332 0.2162 0.00
O 0.8702 -0.7218 0.6052 0.01
O -1.2908 -0.2808 0.5979 0.00
H -0.6848 0.7143 -1.4444 0.00
H 1.1472 1.0445 -0.9392 0.00
H -0.2927 1.8676 -0.2165 0.00
O -1.7378 2.1954 -6.1105 0.00
S -0.4095 2.1924 -5.4870 0.00
O -0.1571 1.9009 -4.0676 0.00
O 0.6759 1.2846 -6.3978 0.00
C 0.4734 1.1750 -7.8254 0.00
C 1.5616 0.2996 -8.4323 0.00
C 0.2810 3.8087 -5.9474 0.00
H 0.4200 2.1357 -8.3375 0.00
H -0.4434 0.6104 -7.9950 0.00
H 1.4267 -0.7205 -8.0729 0.00
H 2.5214 0.7191 -8.1306 0.00
H 1.5044 0.3017 -9.5208 0.00
H 1.3574 3.7877 -5.7769 0.00
H -0.3661 4.3522 -5.2590 0.00
H -0.0027 3.9469 -6.9907 0.00
O 2.6208 -2.7277 -2.2185 0.00
S 3.4164 -3.2917 -1.1680 0.00
O 3.0492 -4.5560 -0.4568 0.00
O 4.9569 -3.4506 -1.7712 0.00
C 5.8803 -4.2888 -1.0906 0.00
C 7.1773 -4.3850 -1.9294 0.00
C 3.7702 -2.0215 0.0939 0.00
H 5.5102 -5.2802 -0.8296 0.00
H 6.2416 -3.7301 -0.2272 0.00
H 6.9482 -4.8058 -2.9085 0.00
H 7.7659 -5.1220 -1.3832 0.00
H 7.8491 -3.5278 -1.9760 0.00
H 4.7592 -2.1334 0.5383 0.00
H 3.0209 -1.9422 0.8815 0.00
H 3.8763 -1.0878 -0.4584 0.00
O -0.2918 -2.9688 5.2336 0.06
S -0.6406 -1.5729 5.5871 0.02
O -0.9795 -1.2592 7.0129 0.08
O 0.4614 -0.4722 5.0233 0.45
C 1.5309 -0.8858 4.1989 0.13
C 2.0922 0.2575 3.4598 0.03
C -1.9222 -0.9601 4.4388 0.07
H 1.2082 -1.6188 3.4595 0.05
H 2.3836 -1.3014 4.7356 0.06
H 1.3050 0.9438 3.1478 0.01
H 2.6788 -0.0845 2.6071 0.00
H 2.7885 0.7639 4.1283 0.01
H -2.8065 -1.5320 4.7201 0.01
H -1.7328 -1.1953 3.3914 0.00
H -1.9822 0.1104 4.6346 0.00
O -4.7223 3.1780 1.4981 0.00
S -4.4314 1.8144 1.9605 0.00
O -3.3309 1.5911 2.8511 0.00
O -5.8178 1.2285 2.7015 0.00
C -5.8661 -0.1778 3.0208 0.00
C -7.1896 -0.5915 3.5893 0.00
C -4.3610 0.8440 0.4085 0.00
H -4.9800 -0.4847 3.5765 0.00
H -5.6903 -0.7769 2.1273 0.00
H -8.0959 -0.1704 3.1541 0.00
H -7.1722 -0.0749 4.5490 0.00
H -7.3030 -1.6753 3.5656 0.00
H -3.7176 1.3384 -0.3193 0.00
H -5.3343 0.7947 -0.0798 0.00
H -4.0736 -0.1805 0.6451 0.00

***

[4]
77
Properties=species:S:1:pos:R:3:lowdin_spin:R:1 method="wB97M-V/def2-TZVPD" multiplicity=6 fmax_ev_per_a=2.81 lumo_energy_ev="0.00 / -0.03"
P 0.8336 -3.2172 0.1074 0.02
P 0.9793 1.9473 -0.1575 -0.15
C 0.0158 -1.6679 -0.4314 0.09
C 0.8506 -0.4255 -0.7511 -0.02
H -0.7253 -1.3797 0.3431 0.04
H -0.5275 -1.9728 -1.3275 0.03
H 1.7387 -0.3275 -0.1052 0.01
H 1.0327 -0.2285 -1.8179 0.01
C -0.5083 2.6752 -1.0904 0.07
H -0.9128 3.5591 -0.5838 0.00
H -1.3592 2.0123 -1.4472 0.08
H -0.0331 3.0231 -2.0000 0.01
C 2.3142 2.3813 -1.2967 -0.01
H 2.0157 3.2063 -1.9551 0.00
H 2.6324 1.4839 -1.8509 -0.01
H 3.1526 2.7259 -0.6751 0.00
C -0.4101 -4.5143 0.1514 0.00
H -0.3594 -5.0352 1.0942 0.00
H -0.2381 -5.1983 -0.6652 0.00
H -1.4023 -4.0864 0.0550 0.00
C 2.1215 -3.7559 -1.0585 0.01
H 2.8034 -2.9244 -1.2868 0.00
H 1.6963 -4.1838 -1.9756 0.00
H 2.6858 -4.5472 -0.5393 0.00
Mn -0.9187 0.5914 -0.6446 4.58
C 0.2557 1.2843 -3.9091 0.04
C -1.0840 1.2297 -3.9031 0.03
C -1.9229 0.2950 -4.7171 0.01
C -1.2769 -1.1116 -4.9638 0.00
C -0.6233 -1.6724 -3.7332 0.02
C 0.6816 -1.6003 -3.4330 0.02
C 1.7308 -0.8232 -4.1472 0.01
C 1.2364 0.5082 -4.7653 0.01
C 1.7292 -2.9403 1.6586 0.01
H 0.7879 2.0960 -3.4209 0.00
H -1.6513 2.0435 -3.4414 0.01
H -2.1724 0.7300 -5.7039 0.00
H -2.8744 0.1171 -4.1908 0.01
H -2.0985 -1.8026 -5.2530 0.00
H -0.5732 -1.0440 -5.8219 0.00
H -1.2927 -2.3394 -3.1724 0.01
H 1.0761 -2.2985 -2.6972 0.00
H 2.1507 -1.4597 -4.9505 0.00
H 2.5658 -0.6124 -3.4479 0.00
H 2.1465 1.1492 -4.8584 0.00
H 0.8820 0.3306 -5.8009 0.00
H 1.8009 -1.8960 2.0385 0.00
H 2.7542 -3.3228 1.5725 0.00
H 1.2196 -3.5335 2.4374 0.00
C -2.5264 -1.2559 2.9575 0.01
Si -1.0403 -0.2742 3.5680 0.01
C -1.6085 0.4882 5.2205 0.00
C 0.3521 -1.3649 4.2207 0.00
C -0.4786 0.8556 2.1155 0.04
Si -0.5051 2.6614 2.7787 0.01
C 0.2806 3.0322 4.4739 0.00
C 0.4880 3.8945 1.7292 -0.02
C -2.2999 3.2295 2.9692 0.00
H -3.0340 -1.6997 3.8301 0.00
H -2.2261 -2.0456 2.2554 0.00
H -3.1916 -0.5411 2.4539 0.00
H -2.0275 -0.3423 5.8023 0.00
H -0.7931 0.9097 5.8229 0.00
H -2.4034 1.2365 5.1303 0.00
H 0.1334 -2.4220 4.0056 0.00
H 1.3494 -1.1188 3.8277 0.00
H 0.3972 -1.2995 5.3170 0.00
H 0.5904 0.5548 1.9473 0.00
H 1.0752 3.7799 4.3706 0.00
H -0.4487 3.5127 5.1277 0.00
H 0.7117 2.1919 5.0157 0.00
H -0.1254 4.4314 0.9966 0.00
H 0.9472 4.6303 2.4061 0.00
H 1.3959 3.4513 1.2105 -0.01
H -2.9562 2.3929 2.7203 0.00
H -2.5078 3.5839 3.9839 0.00
H -2.4741 4.0593 2.2757 0.00